Here is one molecule with the formula C23H40N2O3 from the Open Molecules 2025 dataset. Energies are from ωB97M-V/def2-TZVPD.

Energy relative to the best compared isomer or geometry (same formula, charge and spin) in kcal per mole: 44.2
Calculated total energy in eV: -33623.0868
Largest force on an atom in Eh/bohr: 0.015
Molecular weight in g/mol: 392.584
Kohn-Sham gap in eV: 9.64
HOMO in eV: -9.01

Structure (XYZ):
```
68
Properties=species:S:1:pos:R:3:forces:R:3
C 3.885895 0.566631 2.910802 0.094 -0.156 0.256
C 3.627987 1.293626 1.842041 -0.016 0.062 -0.292
C 2.348196 2.023696 1.597310 0.136 0.048 0.088
O 1.853347 1.660574 0.319987 -0.017 -0.049 0.027
C 1.107451 2.701633 -0.283495 -0.086 0.162 0.089
C 0.561497 2.207417 -1.606198 0.460 -0.375 -0.025
C -0.375457 1.028882 -1.394168 -0.208 0.043 0.029
O -1.482587 1.176069 -0.896144 -0.018 -0.150 0.191
N 0.033437 -0.173998 -1.869561 0.185 0.038 -0.010
C 1.397974 -0.746243 -1.824774 -0.254 -0.257 0.458
C 0.803209 -1.979930 -1.082116 0.149 0.025 -0.763
C 1.186869 -3.358879 -1.595196 0.032 -0.027 -0.135
C 0.493930 -4.464528 -0.802421 -0.129 -0.248 -0.182
C 0.698844 -4.269133 0.686731 0.371 -0.204 0.127
N 0.255582 -2.945833 1.069067 -0.011 0.213 0.186
C -0.944459 -2.797469 1.708462 -0.055 -0.061 0.116
O -1.595208 -3.771763 2.047488 -0.041 -0.190 0.037
C -1.404470 -1.398758 2.090068 0.221 0.277 -0.406
C -0.701619 -1.019304 3.385413 0.206 0.083 0.239
C -2.920183 -1.324243 2.189988 -0.341 -0.126 0.224
C -3.584402 -1.648109 0.861200 -0.045 -0.061 -0.224
C -3.370378 0.050537 2.665629 -0.015 0.165 0.074
C 1.022863 -1.908499 0.412756 0.294 0.071 0.289
C -0.589506 -1.446545 -1.484391 0.240 0.043 0.284
C -0.112667 3.310798 -2.433581 -0.127 0.315 -0.196
C -0.778826 2.674457 -3.646966 -0.118 -0.160 -0.240
C 0.955286 4.285451 -2.927483 0.202 0.101 -0.061
C -1.158810 4.090092 -1.643257 -0.223 0.123 0.165
H 4.843795 0.079005 3.038466 -0.021 0.000 0.034
H 3.158214 0.448187 3.704408 -0.044 -0.037 0.012
H 4.378030 1.398959 1.061393 -0.057 0.005 0.022
H 1.609337 1.802473 2.377268 0.001 -0.004 -0.022
H 2.546236 3.105014 1.624577 -0.044 -0.040 -0.047
H 0.293374 3.028737 0.374716 0.007 -0.122 -0.001
H 1.774335 3.556255 -0.453141 -0.089 0.009 0.040
H 1.421049 1.863491 -2.196721 -0.072 -0.035 0.066
H 1.768860 -0.982416 -2.821042 0.133 0.059 -0.038
H 2.105563 -0.175364 -1.229618 0.142 0.134 -0.158
H 0.927894 -3.443536 -2.653810 0.041 0.037 -0.031
H 2.276204 -3.480894 -1.525485 -0.059 0.028 0.049
H -0.581494 -4.459877 -1.009700 0.009 0.053 0.016
H 0.863006 -5.447117 -1.109585 0.026 0.060 0.004
H 0.188328 -5.014094 1.284189 -0.206 -0.004 -0.007
H 1.768984 -4.337747 0.924879 -0.035 -0.011 -0.037
H -1.113540 -0.675972 1.317840 0.030 -0.052 0.055
H 0.373974 -1.182606 3.306032 0.066 -0.005 0.020
H -0.860169 0.031293 3.627410 -0.004 -0.024 0.009
H -1.070781 -1.625861 4.215265 -0.006 -0.006 -0.014
H -3.247280 -2.068777 2.922641 0.067 -0.015 -0.015
H -3.302847 -0.914762 0.098745 -0.033 0.026 0.034
H -3.313834 -2.645105 0.508663 0.002 0.029 0.013
H -4.670666 -1.619447 0.963008 0.001 0.008 -0.013
H -2.987860 0.836677 2.005620 -0.016 -0.031 0.006
H -4.459496 0.110891 2.659070 -0.011 0.015 -0.018
H -3.040530 0.265724 3.683450 -0.018 0.007 -0.040
H 2.087383 -2.090124 0.617157 -0.048 -0.021 0.011
H 0.823185 -0.924307 0.820955 -0.229 0.169 -0.030
H -1.303481 -1.356307 -0.673539 -0.251 0.008 -0.137
H -1.009668 -1.958585 -2.347642 -0.206 -0.048 -0.004
H -1.616786 2.039439 -3.353095 0.026 0.031 -0.012
H -1.164015 3.446234 -4.315387 0.008 0.015 -0.007
H -0.071328 2.059208 -4.212028 -0.008 0.047 0.011
H 1.424842 4.835313 -2.108809 -0.025 -0.017 -0.038
H 1.743109 3.766997 -3.482121 -0.034 0.008 0.004
H 0.507787 5.022533 -3.596256 -0.018 0.004 -0.001
H -0.716062 4.627471 -0.800402 0.000 0.014 -0.056
H -1.634647 4.832333 -2.289167 0.058 -0.001 -0.019
H -1.932803 3.430036 -1.255393 0.033 0.004 -0.005
```
Positions in Å, forces in eV/Å.